Record 1
DFT (ωB97M-V/def2-TZVPD) results for a structure of composition C45H44AuClIN3O.

Element x y z (Å)
Cl (-7.21637, 0.12957, 4.88685)
H (-3.23591, 3.70300, -0.98316)
C (1.48540, -4.70326, 0.18290)
H (1.90556, -5.35877, -0.56971)
H (-4.95458, 1.48186, 5.35903)
C (2.39776, 1.51485, -0.68790)
H (0.46753, -4.71743, 3.39489)
C (-3.12840, 1.85853, 4.31299)
H (0.02956, -0.14443, 2.51965)
C (1.11214, 0.83929, -0.51692)
N (-2.89265, 0.85980, 2.16661)
H (3.19047, -2.36002, 1.39781)
C (-6.18128, -0.10889, 3.48717)
H (1.44995, -6.23269, 1.69955)
C (4.98922, -1.21274, 1.00828)
H (0.09030, -4.41803, -2.40567)
H (0.35352, -3.03083, -3.47494)
C (0.32998, -0.77771, 3.35293)
H (-0.70096, -2.87436, -2.06306)
H (2.20747, 0.45507, -4.76026)
H (4.54870, 3.94980, -1.61580)
C (-4.37275, 1.31083, 4.46194)
C (0.38176, -3.02080, 2.10487)
C (1.20301, -3.38654, -0.14726)
H (2.68018, 0.40119, -3.05868)
C (-0.52308, 4.39806, -2.84898)
C (-0.00255, 3.98493, -4.06811)
C (-0.62458, 3.54223, -1.75894)
H (-2.17286, -3.17309, 3.12701)
C (0.37203, 2.65710, -4.20614)
H (-0.03311, -0.33626, 4.28477)
H (5.62114, -1.96021, 1.47609)
N (-0.13886, 1.34285, -0.80658)
H (-0.63585, 4.42140, 1.60357)
C (3.58631, -1.45153, 0.96612)
H (0.74588, 4.44424, 0.49582)
C (4.22540, 3.00343, -1.19432)
H (-2.50312, 2.47462, 0.05283)
H (1.42139, -0.79474, 3.38022)
H (-1.47482, -0.14259, -4.04877)
Au (-1.66427, -0.04328, 0.01067)
C (5.56511, -0.08560, 0.48578)
I (-6.53827, -2.31489, -0.20813)
C (0.67382, -4.34923, 2.39417)
C (-5.82355, -1.09961, 1.33280)
C (0.64418, -2.51235, 0.81598)
C (-4.53655, -0.54913, 1.16978)
H (0.35279, -0.21884, -2.42294)
H (2.91489, -2.83805, -3.12386)
H (2.70885, -4.44219, -2.42785)
C (0.21353, -3.33309, -2.43402)
C (-0.20856, 3.95977, 0.71045)
C (-6.62205, -0.88869, 2.45352)
H (0.74167, 2.30199, -5.16252)
C (0.26407, 1.76722, -3.14844)
H (6.63775, 0.05900, 0.54234)
H (-1.29343, 5.18720, -0.64506)
H (-2.22578, -1.54465, 3.82444)
O (-3.82084, -0.76380, 0.15742)
C (2.83265, 2.71187, -1.20769)
C (1.32524, -0.37647, 0.11493)
H (0.09078, 4.67934, -4.89527)
H (-2.97470, 4.03830, 0.73681)
C (-1.17179, 4.10945, -0.46648)
C (-2.41527, 1.60745, 3.12900)
H (6.21796, 2.41659, -0.69118)
H (1.42078, -1.81563, -1.56547)
C (1.40633, -2.90735, -1.57520)
C (2.77797, -0.51957, 0.37005)
H (-0.01491, 2.90809, 0.90514)
C (5.16742, 2.15119, -0.68222)
N (0.33340, -1.21158, 0.48395)
C (2.72519, -3.37565, -2.19216)
H (-0.00963, -2.72181, 4.14194)
C (-4.10710, 0.29870, 2.28850)
H (-0.27919, -1.34546, -4.54485)
H (-7.60058, -1.34890, 2.51220)
C (3.39244, 0.64431, -0.15640)
H (-2.03162, -1.75985, 2.08046)
C (1.22830, -5.20119, 1.45267)
H (2.14252, -1.07087, -3.87600)
C (-1.76172, -2.16489, 3.05503)
C (-2.55476, 3.54681, -0.14452)
H (-0.83958, 5.42970, -2.72634)
C (-0.45148, -0.27747, -4.39489)
H (3.55913, -3.18627, -1.51729)
H (-1.43210, 2.02954, 2.97111)
C (-4.91071, 0.50227, 3.43525)
H (-0.35117, 0.21973, -5.36087)
C (0.53656, 0.29097, -3.37354)
C (-0.24010, -2.18868, 3.20769)
H (2.14918, 3.43041, -1.63848)
H (-2.69027, 2.47619, 5.08682)
C (4.74306, 0.90739, -0.12232)
C (1.97847, 0.00566, -3.79087)
C (-0.17705, 2.20818, -1.88074)

Charge: -2
Gap between HOMO and LUMO (spin up / spin down) (eV): 3.916 / 3.916
E_LUMO (spin up / spin down) (eV): 3.85 / 3.85

***

Record 2
DFT (ωB97M-V/def2-TZVPD) results for a structure of composition C6H24B3O2Sn at a distorted geometry.

Element x y z (Å)
H (6.14442, 17.99171, 1.86892)
H (4.62906, 19.29189, 1.72700)
H (4.24997, 17.81747, 1.77303)
C (4.58921, 16.42753, 3.34313)
H (6.08624, 21.18943, 3.85186)
H (5.85969, 22.66769, 2.88772)
C (10.01713, 18.96896, 3.38198)
H (8.29575, 21.48994, 2.02811)
C (8.86875, 20.57220, 1.89572)
B (5.92267, 21.59080, 2.86374)
H (4.98283, 21.19972, 2.50597)
C (3.95308, 16.80246, 2.03702)
H (6.73087, 21.25957, 2.23023)
O (5.25202, 17.21609, 3.95886)
B (3.63331, 19.59716, 2.00901)
C (4.39881, 15.00632, 3.74823)
H (3.44483, 20.65261, 1.88762)
H (9.89895, 18.30401, 4.23754)
H (10.75207, 19.70894, 3.69884)
H (8.50760, 20.15746, 0.95462)
B (6.31998, 18.77347, 1.14624)
O (7.66024, 19.39724, 3.63842)
H (3.46390, 19.27873, 3.02594)
H (7.25211, 18.63953, 0.61953)
H (9.93434, 20.79442, 1.83889)
H (2.91119, 19.13368, 1.35481)
H (5.26560, 14.57438, 4.24842)
Sn (5.69034, 19.17791, 3.58781)
H (4.37375, 16.17337, 1.25255)
H (10.40613, 18.44756, 2.50737)
C (8.70051, 19.63109, 3.06716)
H (4.26491, 14.29506, 2.93320)
H (5.53435, 18.77865, 0.40665)
H (3.49081, 14.89004, 4.33994)
H (2.86542, 16.74582, 1.99361)
H (6.41685, 19.73799, 1.62012)

Charge: -1
Gap between HOMO and LUMO (eV): 5.699
E_LUMO (eV): 2.76

***

One value per record, in order, for relative energy (zero: lowest compared OMol25 entry of this formula, charge and spin): 3.2 169.1 kcal/mol.
One value per record, in order, for energy: -2874.34892 -681.90744 a.u..